No. 1
Formula: CH9N2O
Source: OMol25
Level of theory: ωB97M-V/def2-TZVPD

Geometry as XYZ:
```
13
Properties=species:S:1:pos:R:3:forces:R:3
N 1.829488 0.764207 -0.530148 0.569 -0.247 -1.039
H 2.451494 1.570938 -0.522249 -0.343 0.256 -0.036
H 2.496877 -0.007556 -0.599310 -0.264 -0.240 0.785
H 0.455920 0.789325 0.092446 -0.540 -1.426 0.075
H 1.424754 0.696253 -1.467099 0.183 0.553 -0.137
N -0.646758 0.616989 0.419423 0.692 -0.292 0.479
C -1.387582 -0.698024 0.291746 0.694 -1.410 -1.164
O -0.590459 -1.760701 0.703110 0.656 0.390 1.135
H -1.165260 1.335543 -0.088277 -0.302 0.169 0.817
H -0.567338 0.728593 1.432979 -0.371 0.925 -0.157
H -2.265625 -0.663651 0.965960 0.215 0.323 -0.838
H -1.535167 -0.882434 -0.780172 -0.978 0.687 0.312
H -0.500345 -2.489482 0.081597 -0.212 0.312 -0.233
```
Positions in Å, forces in eV/Å.

- energy above the lowest of the compared OMol25 structures with the same formula, charge and spin (kJ/mol) = 76.39
- orbital gap (eV) = 12.2
- electronic energy (Ha) = -227.98642
- net charge = +1
- LUMO (eV) = -3.40

---

No. 2
Formula: C3H5NO
Source: OMol25
Level of theory: ωB97M-V/def2-TZVPD

Geometry as XYZ:
```
10
Properties=species:S:1:pos:R:3:forces:R:3
C -0.780978 -0.662096 -0.016460 1.441 -0.980 0.241
C -0.548246 0.799934 0.236804 0.291 -0.225 -0.087
N 0.755549 0.940150 -0.437851 0.888 0.957 0.694
C 1.401999 -0.143047 -0.276188 -0.142 0.965 -0.437
O 0.771116 -1.242466 0.131028 -2.358 1.091 -0.802
H -1.184118 -1.326868 0.722255 -0.800 0.125 0.250
H -1.193680 -0.790590 -1.037391 0.763 -0.519 0.503
H -1.251109 1.539008 -0.180469 0.009 -0.763 -0.015
H -0.448443 1.019676 1.312857 0.133 -0.029 -0.299
H 2.477914 -0.133704 -0.454589 -0.225 -0.622 -0.048
```
Positions in Å, forces in eV/Å.

- energy above the lowest of the compared OMol25 structures with the same formula, charge and spin (kJ/mol) = 139.16
- orbital gap (eV) = 10.5
- electronic energy (Ha) = -247.25423
- net charge = 0
- SMILES = C1=NCCO1
- LUMO (eV) = 1.02

---

No. 3
Formula: C3H9NO2
Source: OMol25
Level of theory: ωB97M-V/def2-TZVPD

Geometry as XYZ:
```
15
Properties=species:S:1:pos:R:3:forces:R:3
C 1.755584 -0.168563 -0.731162 2.581 2.211 -0.482
N 2.604043 -1.122115 -1.381326 -3.207 -1.150 -0.205
H 2.879343 -1.982156 -0.904947 1.030 0.391 0.495
H 2.122923 -1.417882 -2.239703 0.926 0.258 -0.557
H -1.284736 -1.346196 -0.240892 -0.730 -1.244 -0.030
H 1.676935 0.724147 -1.366532 -0.542 -0.437 -0.713
H 2.279607 0.331715 0.073067 -0.337 -0.886 1.139
H 0.735170 -0.541116 -0.593670 -0.491 -0.246 0.331
C -1.654145 1.450548 1.208884 -2.462 -1.362 0.324
C -1.943894 -0.025185 0.994510 0.636 0.405 -1.092
O -1.292781 -0.402196 -0.179171 1.017 0.780 -0.082
O -2.653878 -0.797292 1.547604 0.120 0.259 0.542
H -1.721430 1.611678 2.268064 0.968 0.356 0.582
H -2.648410 1.844982 0.946645 0.414 0.496 -0.558
H -0.854331 1.839630 0.598630 0.077 0.168 0.306
```
Positions in Å, forces in eV/Å.

- energy above the lowest of the compared OMol25 structures with the same formula, charge and spin (kJ/mol) = 122.81
- <S²> = 0.75
- orbital gap (alpha / beta) (eV) = 10.1 / 4.6
- electronic energy (Ha) = -324.57877
- net charge = +1
- spin multiplicity = 2
- LUMO (alpha / beta) (eV) = -3.98 / -9.42

---

No. 4
Formula: C5H13NO
Source: OMol25
Level of theory: ωB97M-V/def2-TZVPD

Geometry as XYZ:
```
20
Properties=species:S:1:pos:R:3:forces:R:3
C 0.168523 -2.637653 -0.937421 0.018 0.639 0.004
C 0.085983 -1.451090 0.050106 0.188 -1.318 0.188
N -0.503587 -0.288030 -0.591788 1.291 0.690 0.893
C -0.590350 0.870654 1.612019 0.312 0.772 0.006
C -0.302205 0.960053 0.114956 -1.681 -2.764 -0.208
C -1.121545 1.991107 -0.658968 0.442 0.373 0.385
O 2.173956 0.687590 0.356300 -2.576 1.201 -0.689
H 1.142822 -3.110894 -0.837049 -0.157 -0.324 0.029
H -0.650922 -3.339050 -0.792131 0.159 -0.138 0.046
H 0.093422 -2.288611 -1.970065 0.060 0.041 0.004
H -0.486211 -1.801924 0.912468 -0.284 0.412 -0.051
H 1.087517 -1.231478 0.448946 -0.175 0.307 -0.293
H 0.046547 -0.174448 -1.441176 -0.593 -0.069 -0.411
H -0.972087 1.865167 1.848266 0.115 -0.133 0.642
H -1.317930 0.124298 1.930887 -0.285 0.030 -0.636
H 0.302479 0.640173 2.192251 0.074 0.287 -0.179
H 0.864336 1.173442 -0.000725 3.048 -0.199 0.469
H -1.333795 1.595252 -1.647967 -0.008 0.191 -0.053
H -0.689236 2.987771 -0.733584 0.132 -0.050 0.115
H -2.051262 2.069167 -0.090263 -0.079 0.054 -0.261
```
Positions in Å, forces in eV/Å.

- energy above the lowest of the compared OMol25 structures with the same formula, charge and spin (kJ/mol) = 614.68
- orbital gap (eV) = 7.9
- electronic energy (Ha) = -328.08473
- net charge = 0
- LUMO (eV) = -1.94

---

No. 5
Formula: C5H14
Source: OMol25
Level of theory: ωB97M-V/def2-TZVPD

Geometry as XYZ:
```
19
Properties=species:S:1:pos:R:3:forces:R:3
C -0.357118 -1.350536 -0.933182 2.543 0.200 -0.312
C -1.135167 -2.683977 -1.004358 2.280 -0.088 0.561
C -1.111345 -0.710510 0.127133 0.213 3.443 4.057
H -0.065875 -0.683967 -1.795606 -1.991 -0.777 -0.129
H 0.744235 -1.325043 -0.681432 -0.880 -1.500 0.734
H -1.199480 -3.110261 0.034593 0.785 -0.002 -1.115
H -2.144714 -2.462828 -1.154621 -1.626 0.322 -1.015
H -0.663583 0.053356 0.847026 0.421 -0.920 -1.392
H -1.489979 -1.368815 0.894317 -0.132 -0.728 -0.072
H -0.706681 -3.351505 -1.724629 -0.189 -0.732 -0.319
H -1.942200 -0.133254 -0.142803 -1.603 0.530 -1.130
C 1.351112 2.555926 0.023210 0.118 -3.881 -0.706
C 1.250466 1.745076 1.369013 -1.321 -0.347 -0.321
H 0.899838 1.903884 -0.813341 1.680 0.531 0.711
H 0.687171 3.363481 -0.126377 -0.490 1.385 1.033
H 2.404329 2.819383 -0.009116 -0.088 0.233 -1.144
H 1.525145 2.541030 2.055569 0.012 -0.666 0.978
H 1.786824 0.702740 1.579867 -0.586 2.595 -1.038
H 0.167027 1.495812 1.454730 0.856 0.399 0.618
```
Positions in Å, forces in eV/Å.

- energy above the lowest of the compared OMol25 structures with the same formula, charge and spin (kJ/mol) = 223.43
- orbital gap (eV) = 11.7
- electronic energy (Ha) = -198.80406
- net charge = 0
- SMILES = CCC.CC
- LUMO (eV) = 1.12

---

No. 6
Formula: C2H7NO2
Source: OMol25
Level of theory: ωB97M-V/def2-TZVPD

Geometry as XYZ:
```
12
Properties=species:S:1:pos:R:3:forces:R:3
O 2.096086 -0.168672 1.046091 -0.015 0.369 0.192
C 2.450433 -0.948488 0.214030 -0.086 -0.912 -0.469
H 1.784028 -1.735244 -0.199541 -0.103 0.258 0.147
H 3.468411 -0.985960 -0.204331 0.218 0.296 0.104
N -1.527710 0.553127 0.805947 -0.442 0.355 -0.098
C -1.522171 0.387347 -0.594336 -0.187 -0.096 0.083
O -0.226237 0.279582 -1.183882 0.262 -0.202 0.013
H -1.493153 -0.250539 1.397917 0.281 0.010 0.146
H -1.291919 1.450741 1.188527 0.070 -0.185 0.147
H -2.090915 -0.515800 -0.823901 0.238 -0.059 -0.204
H -2.026415 1.219552 -1.076509 -0.161 0.260 0.004
H 0.379563 0.714354 -0.570013 -0.077 -0.093 -0.065
```
Positions in Å, forces in eV/Å.

- energy above the lowest of the compared OMol25 structures with the same formula, charge and spin (kJ/mol) = 211.91
- orbital gap (eV) = 10.3
- electronic energy (Ha) = -285.59109
- net charge = 0
- SMILES = C=O.NCO
- LUMO (eV) = 0.85